Entry 1:
Formula: C4H6O2
Source: the OMol25 dataset
Level of theory: ωB97M-V/def2-TZVPD

The geometry in XYZ format:
```
12
Properties=species:S:1:pos:R:3
C 0.02 0.70 -1.50
O -1.29 0.31 -1.05
C -0.19 0.08 -0.20
C 0.09 -1.28 0.41
O -0.13 -0.73 1.72
C -0.01 0.61 1.21
H 0.16 1.78 -1.54
H 0.45 0.13 -2.32
H 1.14 -1.60 0.29
H -0.59 -2.10 0.15
H -0.69 1.33 1.67
H 1.02 0.99 1.33
```

Output
ΔE to the lowest compared entry with this formula, charge and spin in kcal/mol: 68.2
Structure (SMILES): C1OCC12CO2
LUMO level in eV: 1.0

For reference, the Löwdin charges in units of e are:
1. C -0.062
2. O 0.010
3. C -0.409
4. C -0.089
5. O -0.100
6. C -0.096
7. H 0.118
8. H 0.117
9. H 0.125
10. H 0.131
11. H 0.129
12. H 0.125


Entry 2:
Formula: C16H20Cl2N4O2S
Source: the OMol25 dataset
Level of theory: ωB97M-V/def2-TZVPD

The geometry in XYZ format:
```
45
Properties=species:S:1:pos:R:3
C -0.31 -0.32 -0.71
N 1.02 -0.53 -0.21
C 1.52 -1.65 0.38
N 2.79 -1.49 0.66
N 3.13 -0.27 0.27
C 2.08 0.32 -0.25
C 2.05 1.71 -0.77
N 1.70 1.78 -2.17
C 0.51 2.27 -2.59
O -0.35 2.68 -1.84
O 0.46 2.22 -3.93
C -0.71 2.70 -4.64
C -0.93 4.19 -4.36
H -1.76 4.55 -4.96
H -1.16 4.34 -3.31
H -0.03 4.75 -4.61
C -1.94 1.88 -4.24
H -1.76 0.82 -4.41
H -2.79 2.19 -4.84
H -2.17 2.04 -3.19
C -0.37 2.47 -6.11
H 0.52 3.03 -6.38
H -0.19 1.42 -6.29
H -1.19 2.80 -6.74
H 2.36 1.45 -2.85
H 3.03 2.16 -0.60
H 1.29 2.29 -0.23
S 0.55 -3.05 0.77
C 0.24 -2.64 2.54
C -0.67 -1.46 2.62
C -2.04 -1.60 2.38
C -2.89 -0.51 2.37
C -2.39 0.76 2.60
C -1.04 0.93 2.85
C -0.19 -0.17 2.87
Cl 1.48 0.11 3.20
H -0.64 1.91 3.04
H -3.05 1.61 2.58
H -3.94 -0.66 2.17
Cl -2.69 -3.17 2.05
H -0.21 -3.53 2.96
H 1.21 -2.45 3.00
H -0.33 -0.47 -1.79
H -0.64 0.69 -0.49
H -0.98 -1.04 -0.24
```

Output
ΔE to the lowest compared entry with this formula, charge and spin in kcal/mol: 0.0
Structure (SMILES): Cn1c(CNC(=O)OC(C)(C)C)nnc1SCc1c(Cl)cccc1Cl
LUMO level in eV: 0.5

For reference, the Löwdin charges in units of e are:
1. C -0.010
2. N -0.042
3. C -0.676
4. N 0.013
5. N 0.053
6. C -0.317
7. C -0.088
8. N 0.101
9. C -0.581
10. O 0.067
11. O 0.036
12. C -0.571
13. C -0.019
14. H 0.090
15. H 0.079
16. H 0.092
17. C -0.020
18. H 0.090
19. H 0.089
20. H 0.079
21. C -0.023
22. H 0.087
23. H 0.087
24. H 0.089
25. H 0.156
26. H 0.131
27. H 0.131
28. S 0.955
29. C -0.422
30. C -0.347
31. C -0.622
32. C -0.105
33. C -0.072
34. C -0.105
35. C -0.592
36. Cl 0.764
37. H 0.105
38. H 0.109
39. H 0.105
40. Cl 0.725
41. H 0.060
42. H 0.057
43. H 0.104
44. H 0.090
45. H 0.069


Entry 3:
Formula: C4H8OS
Source: the OMol25 dataset
Level of theory: ωB97M-V/def2-TZVPD

The geometry in XYZ format:
```
14
Properties=species:S:1:pos:R:3
C -2.22 -0.46 -0.04
C -1.02 0.45 -0.03
C 1.32 0.42 0.02
C 2.49 -0.54 0.04
H -2.24 -1.11 -0.97
H -2.35 -1.14 0.81
H -3.15 0.13 -0.05
H -0.99 1.04 -0.90
H -0.94 1.10 0.89
H 1.33 1.01 0.95
H 1.38 1.08 -0.84
H 2.20 -1.51 0.19
O 0.14 -0.37 -0.02
S 4.05 -0.09 -0.06
```

Output
ΔE to the lowest compared entry with this formula, charge and spin in kcal/mol: 34.3
Structure (SMILES): CCOCC=S
LUMO level in eV: -0.3

For reference, the Löwdin charges in units of e are:
1. C -0.081
2. C -0.283
3. C -0.282
4. C -0.604
5. H 0.094
6. H 0.076
7. H 0.075
8. H 0.095
9. H 0.138
10. H 0.129
11. H 0.117
12. H 0.026
13. O -0.182
14. S 0.682